1.
ORCA calculation (wB97M-V/def2-TZVPD) on a cluster of 12 separate species, C14H50F6O11P in total.

Output
Spin multiplicity: 1
Highest occupied orbital energy (hartree): -0.2781
Energy above the lowest of the compared OMol25 structures with the same formula, charge and spin (kJ/mol): 68.1
Charge: -1
LUMO (eV): 2.7
Orbital gap (eV): 10.22

XYZ file:
```
82
Properties=species:S:1:pos:R:3:forces:R:3:lowdin_charge:R:1
P -0.548549 0.488792 0.036463 0.0 1.3 -0.1 0.19
F 0.473891 0.373072 1.298547 -0.1 0.0 -0.1 -0.16
F -1.355481 1.705984 0.770249 0.2 -0.6 0.4 -0.16
F 0.412430 1.590573 -0.636115 0.1 -0.2 -0.2 -0.13
F -1.598439 0.607272 -1.185614 0.1 -0.3 -0.1 -0.13
F 0.263226 -0.674841 -0.750306 0.0 -0.3 0.1 -0.15
F -1.463702 -0.618382 0.742336 -0.4 -0.3 0.1 -0.14
C -3.837405 0.561057 -3.234866 -0.2 -0.1 0.5 -0.17
O -2.897892 -0.395742 -3.705370 0.0 0.5 0.0 -0.13
H -4.726726 0.530536 -3.864335 0.1 -0.1 -0.1 0.07
H -4.147092 0.319638 -2.210316 -0.1 0.0 -0.1 0.06
H -3.458474 1.588426 -3.210633 0.1 -0.1 -0.2 0.08
H -2.121656 -0.286221 -3.140805 0.0 -0.2 -0.1 0.05
C 0.746833 4.497647 -0.592711 -1.1 -0.4 -0.7 -0.17
O 0.878457 5.860814 -0.205777 0.9 0.0 0.1 -0.13
H 1.638730 3.874523 -0.567047 0.4 0.7 0.6 0.08
H -0.015747 4.028577 0.028728 0.1 -0.3 -0.1 0.05
H 0.436933 4.432213 -1.645651 -0.2 0.0 0.1 0.08
H 0.038384 6.291333 -0.371695 -0.1 -0.1 0.0 0.07
C 0.101851 -4.872948 -4.350278 0.2 -1.0 -0.5 -0.09
C 0.326139 -3.386759 -4.428570 -0.5 0.1 -0.3 -0.31
O 0.125712 -2.762132 -3.174077 0.7 0.0 -0.1 -0.11
H -0.810892 -5.184113 -3.841804 -0.1 0.4 0.1 0.08
H 0.922230 -5.438912 -3.897690 0.1 0.4 0.3 0.07
H 0.050077 -5.280248 -5.367733 -0.1 0.1 0.0 0.07
H -0.380106 -2.944305 -5.139853 -0.1 -0.1 0.0 0.11
H 1.312865 -3.194281 -4.861355 0.2 0.1 0.3 0.11
H 0.824554 -2.085828 -3.074393 -0.2 0.1 0.1 0.05
C -0.024940 4.682941 2.820932 -0.1 -0.1 -0.9 -0.08
C -0.134236 6.176649 3.083921 0.0 -0.5 0.3 -0.29
O 0.714189 6.504829 4.195553 0.0 0.1 0.1 -0.09
H 0.024701 4.108191 3.742170 0.1 0.1 0.1 0.08
H 0.822998 4.465439 2.170250 0.3 0.0 0.4 0.06
H -0.859598 4.287614 2.234396 -0.3 0.3 0.2 0.05
H -1.163778 6.428443 3.354929 0.1 0.1 0.0 0.11
H 0.167353 6.742616 2.203251 -0.1 0.0 -0.1 0.10
H 1.336296 7.191046 3.951061 0.0 0.0 -0.1 0.07
C -4.590167 -2.189022 1.361914 -0.3 -0.1 0.2 -0.08
C -5.594041 -1.050822 1.397971 0.5 0.2 0.2 -0.32
O -5.217867 -0.016202 0.498877 -0.4 0.2 -0.2 -0.09
H -3.561612 -1.847212 1.487598 -0.1 0.2 0.0 0.06
H -4.658013 -2.693761 0.398433 0.1 -0.2 0.1 0.08
H -4.772064 -2.888695 2.181523 -0.1 -0.1 -0.2 0.07
H -5.701983 -0.631539 2.406022 0.3 0.0 0.1 0.10
H -6.600340 -1.380729 1.132968 0.1 -0.1 -0.3 0.10
H -4.274586 -0.062271 0.315939 0.1 -0.1 0.1 0.06
C 2.901814 2.326849 3.930871 0.7 0.1 -0.4 -0.09
C 3.595399 1.461041 2.865141 -0.4 0.5 0.6 -0.33
O 3.007472 1.607692 1.586975 -0.2 -0.6 0.2 -0.09
H 2.660494 3.295980 3.495215 -0.1 0.0 0.1 0.06
H 3.611011 2.486020 4.748683 -0.2 0.0 0.1 0.07
H 1.998717 1.854715 4.313448 -0.1 0.0 0.0 0.07
H 3.577219 0.444550 3.278462 0.1 -0.2 -0.6 0.11
H 4.630306 1.778415 2.739791 0.1 0.0 0.1 0.10
H 2.145342 1.162415 1.600812 0.2 0.2 -0.2 0.04
C 3.601893 -1.633496 -1.642246 0.4 0.2 -0.7 -0.08
C 3.254280 -0.530653 -2.636088 -0.8 0.1 0.4 -0.27
O 1.855088 -0.572451 -2.965698 0.3 -0.1 -0.1 -0.11
H 4.638856 -1.489827 -1.327523 -0.1 -0.2 0.2 0.08
H 3.516822 -2.598225 -2.145287 0.0 -0.1 0.1 0.07
H 2.926248 -1.628765 -0.790338 0.1 0.2 0.1 0.06
H 3.790700 -0.639264 -3.578841 0.0 0.0 0.1 0.11
H 3.470941 0.456762 -2.215043 0.1 -0.1 0.0 0.11
H 1.361854 -0.349388 -2.160398 0.0 0.1 -0.1 0.05
C 1.499541 -4.011910 0.645332 -0.5 -0.7 -0.3 -0.08
C 2.719039 -4.631384 -0.057638 -0.8 0.5 0.9 -0.31
O 2.983064 -5.940644 0.457356 0.2 0.3 -0.1 -0.09
H 1.552432 -4.178798 1.723216 0.4 0.2 0.0 0.08
H 0.561898 -4.497782 0.355452 0.0 0.2 -0.3 0.07
H 1.411675 -2.945085 0.437923 -0.1 0.0 -0.1 0.05
H 3.497673 -3.913826 0.207250 0.7 -0.7 -0.2 0.10
H 2.622032 -4.716704 -1.142700 -0.1 0.4 0.0 0.10
H 2.214354 -6.462574 0.203990 0.1 -0.1 0.1 0.08
O -1.648093 -3.371590 -1.073748 0.1 0.0 -0.2 -0.08
H -1.661687 -2.525995 -0.612516 0.0 0.0 0.0 -0.01
H -1.118323 -3.199832 -1.879828 -0.1 0.0 0.4 0.00
O -3.227573 3.685540 1.223816 0.0 -0.2 0.2 -0.08
H -2.699942 2.882727 1.372812 -0.2 0.3 -0.2 0.00
H -4.139037 3.377231 1.211640 0.0 0.0 0.0 0.03
O 0.864492 -1.640201 3.398163 0.0 -0.1 0.1 -0.07
H 0.782198 -1.742973 2.443155 0.0 0.1 0.0 0.00
H 0.139379 -1.051862 3.631354 0.0 0.0 -0.1 0.03
```
Positions in Å, forces in eV/Å.

2.
ORCA calculation (wB97M-V/def2-TZVPD) on a cluster of 12 separate species, C14H52O14 in total.

Output
Spin multiplicity: 1
Highest occupied orbital energy (hartree): -0.3430
SMILES: OCCO.OCCO.CO.CO.CO.CO.CO.CO.CO.CO.CO.CO
Energy above the lowest of the compared OMol25 structures with the same formula, charge and spin (kJ/mol): 99.3
Charge: 0
LUMO (eV): 0.2
Orbital gap (eV): 9.57

XYZ file:
```
80
Properties=species:S:1:pos:R:3:forces:R:3:lowdin_charge:R:1
O -3.087611 -22.265954 22.722702 -1.0 -0.2 0.6 -0.08
C -3.810791 -23.341692 23.355493 1.0 0.9 0.8 -0.21
C -5.016572 -22.770988 24.189535 2.2 -1.7 -1.0 -0.26
O -6.025230 -22.445272 23.316068 -1.4 0.3 -0.3 -0.04
H -2.363901 -22.613955 22.196649 0.1 -0.4 -0.2 0.02
H -4.057451 -24.155375 22.673452 -0.9 0.5 -0.5 0.12
H -3.137014 -23.913462 23.993627 0.4 0.3 0.8 0.08
H -4.766863 -21.942754 24.852698 0.4 0.1 -0.1 0.11
H -5.249044 -23.635436 24.811456 -0.8 0.1 0.1 0.12
H -5.718768 -21.705245 22.786886 0.0 0.1 -0.2 0.10
O 1.748486 -21.957528 20.486429 0.5 0.9 0.2 -0.06
C 0.817729 -21.398492 21.381896 -0.4 -0.5 0.4 -0.21
C 0.193347 -22.450610 22.299234 0.7 0.6 -0.6 -0.19
O -0.651958 -23.362682 21.583031 -0.1 0.7 0.7 -0.08
H 1.482129 -22.772848 20.055255 -0.3 -0.3 0.1 0.04
H 1.316831 -20.648632 21.995664 0.5 -0.2 0.0 0.11
H 0.035824 -20.817687 20.892633 -0.2 -0.2 -0.4 0.10
H -0.359266 -21.891215 23.054090 -0.5 -0.4 0.0 0.11
H 1.005442 -22.971585 22.806375 0.0 -0.2 0.0 0.10
H -0.098615 -23.938234 21.049983 0.1 -0.2 -0.3 0.06
C -0.032309 -26.035758 23.321529 -1.4 0.3 -0.1 -0.16
O 0.208664 -27.029627 22.330388 0.5 0.4 0.1 -0.11
H -0.993014 -25.551103 23.147582 -0.3 0.0 -0.2 0.07
H -0.136246 -26.436382 24.329894 0.6 -0.2 0.1 0.08
H 0.646181 -25.184457 23.266412 0.6 -0.6 0.0 0.05
H -0.483083 -27.692694 22.388976 0.0 0.0 0.0 0.08
C 0.369529 -17.059587 20.194639 -0.1 -0.4 -0.9 -0.19
O 1.744723 -16.884466 20.249058 0.9 0.6 0.0 -0.12
H 0.170625 -18.124897 20.311399 -0.6 -0.1 0.2 0.07
H -0.181641 -16.458146 20.917534 -0.1 0.0 0.1 0.07
H 0.082212 -16.785184 19.179623 -0.4 0.1 0.1 0.08
H 1.999607 -17.184500 21.124618 0.3 -0.1 0.2 0.03
C 0.507374 -18.268309 23.361435 -0.3 0.4 -0.6 -0.12
O 1.757649 -18.021170 22.710703 -0.3 -0.2 0.5 -0.13
H 0.182887 -19.292731 23.178777 0.1 -0.2 0.5 0.06
H 0.525965 -17.957528 24.406033 0.1 -0.4 0.1 0.09
H -0.255517 -17.663491 22.871227 0.2 0.2 0.0 0.07
H 2.428145 -18.516314 23.186998 0.2 0.0 -0.1 0.10
C -2.764661 -25.555946 19.013393 0.8 0.6 -0.7 -0.18
O -3.887239 -26.272023 19.404572 -0.6 -0.6 0.5 -0.10
H -3.087083 -24.573725 18.667883 0.4 0.3 -0.1 0.07
H -2.015708 -25.422559 19.794021 -0.4 -0.1 0.4 0.07
H -2.252386 -26.083067 18.208526 0.2 0.1 -0.3 0.08
H -4.378393 -26.390433 18.588271 -0.4 -0.2 0.2 0.08
C 4.352155 -19.830178 19.181817 0.2 0.3 -0.3 -0.17
O 4.236828 -21.182116 19.570331 0.8 0.2 -0.3 -0.12
H 4.947227 -19.680725 18.280887 -0.3 -0.7 -0.6 0.07
H 3.356448 -19.415252 19.025249 0.1 0.4 0.0 0.08
H 4.963300 -19.204322 19.832133 -0.4 0.0 1.0 0.07
H 3.408653 -21.272296 20.047398 -0.3 -0.2 0.1 0.02
C -1.686453 -21.635857 26.062830 0.2 0.4 -0.2 -0.12
O -1.130463 -22.927020 25.918407 0.2 -0.6 -0.2 -0.13
H -1.018668 -20.944208 25.549217 0.0 0.1 0.1 0.08
H -2.660542 -21.576958 25.577257 0.0 0.1 0.1 0.07
H -1.732486 -21.373935 27.119881 -0.2 0.1 0.0 0.08
H -1.854531 -23.545828 25.798346 0.1 -0.1 0.0 0.08
C 1.673421 -24.521582 26.134423 0.5 -2.1 1.9 -0.19
O 1.587632 -23.584600 25.168616 -0.4 1.5 -1.9 -0.13
H 1.259138 -24.133133 27.064784 0.4 -0.1 0.4 0.09
H 1.135345 -25.448334 25.935128 -0.5 -0.1 -0.3 0.07
H 2.703476 -24.870247 26.208778 0.2 0.4 0.4 0.10
H 0.691416 -23.247961 25.239847 -0.5 0.4 -0.3 0.05
C 3.648301 -24.749337 22.614478 0.9 0.6 -0.3 -0.15
O 3.859468 -23.746279 23.591353 -0.5 -0.2 0.0 -0.12
H 3.331983 -24.306324 21.670135 -0.1 0.1 -0.3 0.06
H 4.650133 -25.148245 22.455429 -0.3 -0.7 -0.2 0.08
H 2.881379 -25.464380 22.912224 0.3 -0.4 0.1 0.07
H 2.987655 -23.652062 23.982063 -0.1 0.6 0.6 0.00
C 1.496442 -25.659508 18.963376 1.3 -0.6 0.3 -0.11
O 1.077800 -24.327222 19.207238 -0.5 0.1 -0.2 -0.14
H 1.425994 -26.219959 19.895593 -0.6 -0.1 -0.2 0.08
H 1.009252 -26.121036 18.104459 -0.5 0.0 0.3 0.09
H 2.561322 -25.694851 18.733403 0.2 0.3 -0.1 0.08
H 0.948428 -23.927302 18.344141 -0.1 0.3 0.0 0.10
C -2.562606 -21.716087 19.358580 0.0 -0.6 1.1 -0.17
O -3.692554 -20.887358 19.186208 0.3 0.3 -0.9 -0.10
H -2.070663 -22.087396 18.459569 -0.2 0.2 -0.4 0.08
H -1.801176 -21.211705 19.953485 -0.2 0.1 0.0 0.06
H -2.925097 -22.570493 19.930169 0.5 -0.3 0.1 0.06
H -4.134034 -21.270485 18.424690 -0.4 0.3 0.0 0.07
```
Positions in Å, forces in eV/Å.